No. 1
C5H7NO | ωB97M-V with the def2-TZVPD basis set

Positions of all 14 atoms, in Å:
O  -2.120  0.395  -0.972
C  -1.616  0.976  -0.032
N  -0.851  0.376  0.923
C  -0.370  -0.973  0.719
C  0.760  -1.108  -0.343
C  1.418  0.163  -0.655
C  1.900  1.231  -0.932
H  -1.760  2.057  0.157
H  -0.289  0.984  1.503
H  -1.222  -1.579  0.402
H  -0.026  -1.354  1.684
H  1.506  -1.829  0.013
H  0.343  -1.511  -1.271
H  2.328  2.173  -1.197

Summary:
**Largest force on an atom**: 0.0095 Eh/bohr
**Relative energy (zero: lowest compared OMol25 entry of this formula, charge and spin)**: 178.2 kJ/mol
**Spin multiplicity**: 1
**Electronic energy**: -324.65660 Eh
**LUMO energy**: 0.9 eV
**Structure (SMILES)**: C#CCCNC=O

No. 2
C25H65N5O10S5 | ωB97M-V with the def2-TZVPD basis set

Positions of all 110 atoms, in Å:
C  -5.202  -17.989  14.702
C  -4.826  -18.293  13.242
O  -4.730  -17.418  12.382
N  -4.466  -19.568  12.986
C  -3.934  -20.117  11.744
H  -6.013  -18.558  15.156
H  -5.565  -16.963  14.661
H  -4.307  -17.988  15.324
H  -4.696  -20.294  13.648
H  -3.930  -19.323  10.997
H  -4.571  -20.838  11.232
H  -2.921  -20.493  11.887
C  0.486  -16.511  17.845
C  0.300  -15.111  17.339
O  -0.658  -14.800  16.578
N  1.315  -14.315  17.680
C  1.546  -12.900  17.281
H  1.443  -16.798  18.280
H  0.216  -17.254  17.095
H  -0.210  -16.558  18.683
H  1.940  -14.649  18.400
H  2.500  -12.680  16.803
H  1.471  -12.418  18.256
H  0.708  -12.478  16.726
C  -2.219  -15.237  13.321
C  -1.937  -13.750  13.117
O  -2.037  -13.180  12.035
N  -1.596  -13.112  14.259
C  -1.438  -11.712  14.352
H  -2.927  -15.415  14.131
H  -1.282  -15.784  13.416
H  -2.717  -15.590  12.418
H  -1.451  -13.588  15.138
H  -2.247  -11.178  13.854
H  -0.542  -11.439  13.794
H  -1.310  -11.320  15.362
C  3.922  -19.723  17.140
C  3.839  -18.227  16.619
O  4.628  -17.369  16.868
N  2.751  -17.988  15.840
C  2.617  -16.717  15.078
H  2.934  -20.088  17.420
H  4.681  -19.961  17.885
H  4.164  -20.327  16.266
H  1.972  -18.632  15.841
H  3.021  -15.840  15.584
H  1.595  -16.475  14.785
H  3.070  -16.742  14.087
C  1.978  -23.166  14.288
C  1.690  -22.215  13.102
O  0.763  -22.504  12.334
N  2.425  -21.123  12.967
C  2.107  -20.070  11.999
H  1.549  -24.163  14.184
H  1.539  -22.782  15.209
H  3.039  -23.363  14.443
H  3.107  -20.908  13.680
H  2.072  -19.056  12.396
H  1.202  -20.216  11.410
H  2.939  -20.082  11.295
C  -4.176  -23.882  15.770
S  -5.661  -22.900  15.449
O  -5.321  -21.698  14.560
C  -6.606  -24.071  14.324
H  -3.675  -24.003  14.810
H  -4.540  -24.870  16.054
H  -3.527  -23.434  16.522
H  -7.592  -23.679  14.072
H  -6.590  -25.043  14.816
H  -5.972  -24.170  13.443
C  -1.290  -18.239  14.961
S  -0.587  -19.980  14.940
O  0.576  -20.041  15.928
C  -2.066  -20.776  15.688
H  -0.497  -17.524  14.742
H  -1.607  -18.112  15.996
H  -2.180  -18.083  14.352
H  -2.492  -21.568  15.072
H  -2.913  -20.092  15.750
H  -1.964  -21.254  16.662
C  -3.244  -17.461  20.145
S  -3.207  -15.660  19.927
O  -1.838  -15.147  20.377
C  -3.276  -15.607  18.097
H  -2.273  -17.933  19.995
H  -3.921  -18.033  19.511
H  -3.515  -17.621  21.189
H  -3.062  -14.589  17.772
H  -4.258  -15.824  17.676
H  -2.645  -16.330  17.579
C  -6.272  -21.143  18.880
S  -4.520  -21.007  18.347
O  -4.235  -19.592  17.863
C  -3.633  -21.247  19.932
H  -6.849  -21.519  18.035
H  -6.795  -20.282  19.295
H  -6.357  -21.960  19.597
H  -2.546  -21.313  19.895
H  -3.972  -22.216  20.298
H  -3.941  -20.369  20.500
C  -0.354  -19.938  18.891
S  0.121  -19.664  20.657
O  -1.141  -20.044  21.445
C  1.342  -20.916  21.003
H  0.517  -19.699  18.281
H  -1.211  -19.336  18.590
H  -0.496  -21.004  18.713
H  2.206  -20.761  20.357
H  0.999  -21.937  20.832
H  1.729  -20.964  22.021

Summary:
**Largest force on an atom**: 0.0636 Eh/bohr
**Relative energy (zero: lowest compared OMol25 entry of this formula, charge and spin)**: 160.4 kJ/mol
**Spin multiplicity**: 1
**Electronic energy**: -4008.53335 Eh
**LUMO energy**: -0.2 eV

No. 3
C21H22N2O3S | ωB97M-V with the def2-TZVPD basis set

Positions of all 49 atoms, in Å:
C  -0.736  -0.973  -3.362
H  -1.515  -1.428  -2.755
H  -1.211  -0.385  -4.144
H  -0.151  -1.763  -3.826
C  0.164  -0.088  -2.498
C  -0.634  0.999  -1.837
C  -0.774  2.253  -2.416
C  -1.538  3.245  -1.826
C  -2.179  2.999  -0.614
C  -2.030  1.742  -0.027
C  -1.287  0.754  -0.633
H  -1.195  -0.216  -0.172
S  -2.867  1.569  1.555
O  -4.282  1.528  1.355
O  -2.312  2.503  2.482
N  -2.492  0.014  2.070
C  -1.209  -0.495  2.220
C  -0.978  -1.867  2.140
C  0.308  -2.362  2.226
C  1.390  -1.508  2.397
C  1.149  -0.145  2.513
C  -0.133  0.364  2.431
H  -0.319  1.421  2.523
H  1.975  0.534  2.667
C  2.793  -2.057  2.372
C  3.141  -2.425  0.955
C  3.127  -1.461  -0.050
C  3.417  -1.844  -1.348
N  3.706  -3.088  -1.696
C  3.720  -4.004  -0.744
C  3.446  -3.729  0.587
H  3.472  -4.519  1.323
H  3.961  -5.008  -1.067
H  3.418  -1.123  -2.155
H  2.888  -0.434  0.181
H  2.871  -2.938  3.012
H  3.493  -1.300  2.734
H  0.475  -3.426  2.144
H  -1.811  -2.541  1.996
H  -3.222  -0.650  1.867
O  -2.952  3.864  0.069
C  -3.145  5.163  -0.446
H  -3.644  5.136  -1.420
H  -2.198  5.704  -0.532
H  -3.786  5.666  0.275
H  -1.627  4.204  -2.311
H  -0.276  2.463  -3.351
H  0.647  -0.703  -1.737
H  0.940  0.354  -3.125

Summary:
**Largest force on an atom**: 0.0196 Eh/bohr
**Relative energy (zero: lowest compared OMol25 entry of this formula, charge and spin)**: 158.8 kJ/mol
**Spin multiplicity**: 1
**Electronic energy**: -1546.83291 Eh
**LUMO energy**: 0.7 eV
**Structure (SMILES)**: CCc1ccc(OC)c(S(=O)(=O)Nc2ccc(Cc3ccncc3)cc2)c1

No. 4
C19H29N3O3 | ωB97M-V with the def2-TZVPD basis set

Positions of all 54 atoms, in Å:
C  5.083  -0.078  3.862
C  4.311  -0.072  2.547
C  3.591  1.250  2.278
C  2.472  1.565  3.273
N  1.437  0.539  3.274
C  1.381  -0.320  4.354
O  2.112  -0.226  5.312
N  0.426  -1.304  4.278
C  -0.504  -1.512  3.270
O  -1.289  -2.436  3.338
C  -0.427  -0.546  2.195
C  -1.324  -0.666  1.145
N  -1.379  0.160  0.129
C  -2.216  0.014  -1.026
H  -3.057  -0.621  -0.732
C  -2.681  1.379  -1.575
H  -3.763  1.488  -1.519
H  -2.236  2.199  -1.012
C  -2.184  1.359  -3.025
H  -2.683  2.083  -3.667
C  -0.659  1.521  -2.976
H  -0.254  1.745  -3.962
H  -0.369  2.335  -2.313
C  -0.180  0.153  -2.455
H  0.402  0.235  -1.539
H  0.449  -0.360  -3.182
C  -1.488  -0.630  -2.243
C  -1.295  -2.126  -2.093
H  -0.794  -2.535  -2.967
H  -2.251  -2.631  -1.974
H  -0.682  -2.339  -1.219
C  -2.361  -0.121  -3.421
C  -1.813  -0.459  -4.809
H  -0.776  -0.179  -4.940
H  -1.903  -1.527  -4.992
H  -2.399  0.062  -5.564
C  -3.813  -0.602  -3.409
H  -4.371  -0.078  -4.183
H  -4.318  -0.437  -2.465
H  -3.851  -1.666  -3.633
H  -0.686  0.915  0.160
H  -2.025  -1.493  1.183
C  0.562  0.506  2.204
O  0.655  1.352  1.315
H  0.393  -1.941  5.066
H  2.001  2.511  2.993
H  2.859  1.632  4.289
H  4.311  2.070  2.319
H  3.162  1.229  1.275
H  3.587  -0.891  2.548
H  5.005  -0.252  1.722
H  5.758  0.773  3.911
H  5.672  -0.989  3.945
H  4.404  -0.039  4.709

Summary:
**Largest force on an atom**: 0.0108 Eh/bohr
**Relative energy (zero: lowest compared OMol25 entry of this formula, charge and spin)**: 0.0 kJ/mol
**Spin multiplicity**: 1
**Electronic energy**: -1131.49606 Eh
**LUMO energy**: 0.5 eV
**Structure (SMILES)**: CCCCN1C(=O)NC(=O)/C(=C/N[C@H]2C[C@H]3CC[C@]2(C)C3(C)C)C1=O

No. 5
C5H12NS | ωB97M-V with the def2-TZVPD basis set

Positions of all 19 atoms, in Å:
C  -0.223  0.023  -0.417
C  -0.557  0.246  -1.885
S  -2.150  1.486  -1.994
C  1.166  -0.224  -0.324
N  1.742  -0.326  1.077
C  1.061  -1.381  1.823
C  0.946  -1.118  3.309
H  -0.758  -0.784  -0.062
H  -0.347  0.849  0.239
H  -0.677  -0.665  -2.385
H  0.257  0.874  -2.248
H  1.822  0.615  -0.817
H  1.461  -0.998  -1.035
H  1.516  0.539  1.638
H  0.062  -1.656  1.341
H  1.715  -2.275  1.631
H  1.877  -0.621  3.742
H  0.005  -0.563  3.486
H  0.905  -2.084  3.796

Summary:
**Largest force on an atom**: 0.1134 Eh/bohr
**Net charge**: -1
**Relative energy (zero: lowest compared OMol25 entry of this formula, charge and spin)**: 169.3 kJ/mol
**Spin multiplicity**: 1
**Electronic energy**: -650.61134 Eh
**LUMO energy**: 3.4 eV
**Structure (SMILES)**: CCNCCC[S-]

No. 6
C2H4NOPS | ωB97M-V with the def2-TZVPD basis set

Positions of all 10 atoms, in Å:
C  1.201  -0.344  0.564
C  1.024  0.700  -0.503
N  0.381  -0.635  -0.576
O  -3.888  -0.026  -0.028
P  -2.600  0.098  0.617
S  -1.217  -1.023  -0.792
H  2.162  -1.030  0.490
H  0.792  -0.265  1.531
H  0.267  1.491  -0.104
H  1.878  1.033  -1.197

Summary:
**Largest force on an atom**: 0.0776 Eh/bohr
**Relative energy (zero: lowest compared OMol25 entry of this formula, charge and spin)**: 246.4 kJ/mol
**Spin multiplicity**: 1
**Electronic energy**: -948.06823 Eh
**LUMO energy**: -0.9 eV
**Structure (SMILES)**: O=PSN1CC1